1.
16
Properties=species:S:1:pos:R:3:forces:R:3:mulliken_spin:R:1 method="wB97M-V/def2-TZVPD" gap_ev="6.0 / 8.7" e_above_lowest_kj_mol=0.0 total_charge=+1 multiplicity=4 s2=3.762
O -0.4304 -0.1605 -1.2933 4.0 1.1 -1.5 -0.0515
Pd -2.1881 -0.2168 -0.6245 -6.0 -0.7 1.7 2.7820
C -0.4468 0.6839 -0.2200 1.7 0.0 -0.2 0.1758
O 0.5939 0.8839 0.4065 -1.1 0.4 1.1 0.0640
C 0.6593 -1.0450 -1.6239 1.2 -0.6 -0.4 0.0098
C 0.1154 -2.1372 -2.5105 -0.2 -0.2 -0.1 0.0461
H 1.4126 -0.4297 -2.1317 -0.2 -0.1 0.1 0.0103
H 1.0995 -1.4490 -0.7037 -0.2 0.2 -0.1 -0.0024
H -0.5217 -1.7247 -3.3042 0.3 -0.1 0.1 -0.0065
H 0.9534 -2.6731 -2.9750 -0.3 0.1 0.1 0.0038
H -0.4799 -2.8527 -1.9274 0.2 0.1 -0.2 -0.0106
C -0.0823 2.0667 2.8088 -0.1 -0.2 -1.0 0.0058
C -0.4207 2.6804 3.8267 -0.1 -0.4 -0.2 -0.0030
H 0.3812 1.7173 3.9795 0.0 0.0 -0.1 0.0000
H 0.1939 1.4646 1.6056 0.5 0.4 0.8 -0.0231
H -0.8394 3.1918 4.6870 0.3 -0.1 -0.3 -0.0005



2.
67
Properties=species:S:1:pos:R:3:forces:R:3:mulliken_charge:R:1 method="wB97M-V/def2-TZVPD" gap_ev=9.5 e_above_lowest_kj_mol=20.1 total_charge=-1 multiplicity=1
Br 0.0448 0.8280 0.2268 0.0 -0.4 -0.1 -0.8928
C 2.2032 -0.5804 4.0053 0.4 1.1 0.4 -1.0543
C 3.4287 -0.2532 3.1491 -0.2 -0.7 0.0 0.3207
C 3.6855 -1.4124 2.1792 0.6 0.9 -0.4 -0.3026
O 3.7420 -2.6327 2.8668 0.2 0.1 0.2 -0.3116
C 3.5008 -3.7507 2.0821 -0.4 -1.2 -0.5 -0.5134
N 3.1897 1.0096 2.4710 -0.7 0.1 -0.3 -0.6079
H 2.4820 -1.1804 4.8679 -0.2 -0.4 -0.2 0.3944
H 1.3917 -1.0091 3.4189 0.0 -0.2 0.0 -0.0931
H 1.8816 0.3848 4.4117 -0.3 -0.1 0.0 0.4203
H 4.2724 -0.1529 3.8378 0.2 0.0 -0.2 0.2910
H 4.6287 -1.1936 1.6502 0.1 -0.3 0.1 0.3458
H 2.9333 -1.3963 1.3770 -0.4 -0.2 0.3 0.0936
H 3.5784 -4.6610 2.6818 0.0 0.3 0.3 0.3013
H 4.1869 -3.9363 1.2432 0.2 0.6 0.0 0.3098
H 2.4868 -3.7562 1.6590 0.0 0.2 0.0 0.0715
H 2.2761 0.9195 2.0247 0.0 0.3 0.1 0.1255
H 3.8042 1.2586 1.7030 0.4 -0.3 0.2 0.2718
C -3.4084 0.9895 -4.8978 0.0 -1.6 -0.3 -1.3390
C -2.3276 0.7169 -3.8685 0.8 1.2 1.3 0.7045
C -0.9047 0.8376 -4.4313 -0.9 -0.5 -0.5 -0.7264
O -0.6728 -0.3205 -5.2305 0.5 0.5 0.2 -0.3338
C 0.6957 -0.4166 -5.5850 -0.3 -0.4 -0.2 -0.7418
N -2.5514 1.6941 -2.7727 0.7 0.6 -0.2 -0.6554
H -4.2958 0.3904 -4.6829 -0.1 0.3 0.2 0.3382
H -3.0927 0.6118 -5.8755 0.1 0.4 -0.1 0.3217
H -3.6792 2.0404 -4.9185 0.1 0.1 -0.1 0.3394
H -2.3363 -0.2336 -3.3450 -0.6 -0.5 -0.5 0.0205
H -0.1819 0.9136 -3.6126 0.1 0.0 0.0 0.3583
H -0.8391 1.7130 -5.0916 0.2 0.2 0.2 0.4770
H 1.1174 0.4997 -6.0118 -0.2 0.2 0.1 0.3180
H 0.7423 -1.1757 -6.3647 0.2 -0.2 0.2 0.2764
H 1.2814 -0.6997 -4.7074 0.2 -0.1 -0.1 0.2487
H -1.8783 1.5883 -2.0077 -0.2 -0.4 -0.1 0.1547
H -2.2653 2.5936 -3.1657 -0.4 0.1 0.2 0.2683
C 1.3659 4.4936 1.4950 0.8 0.0 0.7 0.6019
O 1.8423 5.4810 2.0562 -0.4 -0.4 -0.6 -0.7118
N 2.0205 3.7133 0.5946 0.5 -0.7 -1.0 -0.1872
N 0.1271 3.9828 1.7501 0.1 0.8 0.2 -0.2504
H 2.9492 3.8496 0.2428 0.0 0.6 0.5 0.1820
H 1.5936 2.8538 0.2741 -0.1 0.2 0.0 -0.0340
H -0.0316 3.0235 1.4707 -0.5 0.2 0.3 0.0680
H -0.3216 4.4330 2.5311 -0.3 -0.5 -0.1 0.2238
C -3.2770 2.2472 2.5240 -1.3 0.6 -1.2 0.4583
O -4.3287 2.6697 2.9972 0.5 -0.3 0.2 -0.6990
N -2.1431 2.0855 3.2312 1.4 -0.2 1.1 -0.1828
N -3.1413 2.0168 1.1675 0.5 -0.2 0.5 -0.2082
H -1.3152 1.6157 2.9030 -0.2 -0.1 -0.5 0.1459
H -2.1343 2.2113 4.2274 -0.5 0.2 0.0 0.1938
H -3.9832 1.8462 0.6504 -0.1 0.1 0.0 0.2226
H -2.2962 1.5562 0.8515 -0.2 0.0 -0.1 0.0712
C -2.3581 -2.2801 1.8222 -0.4 -1.0 -0.7 0.5483
O -2.9770 -3.2096 2.3334 0.4 0.5 0.2 -0.7132
N -1.3128 -1.6230 2.3957 0.1 0.3 0.1 -0.1152
N -2.6542 -1.8692 0.5463 0.0 0.3 0.3 -0.1844
H -0.8151 -0.9290 1.8572 0.1 0.0 0.0 0.0037
H -0.8590 -2.0266 3.1926 -0.2 -0.1 0.1 0.1483
H -3.3363 -2.4121 0.0542 -0.1 0.0 -0.1 0.1830
H -2.1334 -1.1467 0.0781 0.0 0.0 -0.1 0.1098
C -0.1172 -3.3210 -1.5580 -0.5 0.5 -0.1 0.5179
O -0.6591 -4.3392 -1.9555 0.3 0.2 0.1 -0.6683
N 0.7146 -3.2789 -0.4546 0.1 -0.5 -0.2 -0.2628
N -0.2669 -2.0911 -2.1622 0.6 -0.8 0.5 -0.1229
H 0.9076 -2.4047 0.0031 -0.2 0.1 0.0 0.1238
H 0.6450 -4.0854 0.1432 0.0 0.0 0.0 0.2195
H -0.9785 -1.9808 -2.8542 -0.1 0.1 -0.2 0.0525
H 0.1538 -1.3098 -1.6948 -0.3 0.5 -0.1 0.0669



3.
26
Properties=species:S:1:pos:R:3:forces:R:3:mulliken_spin:R:1 method="wB97M-V/def2-TZVPD" gap_ev="4.1 / 6.2" multiplicity=7 s2=12.262
C -0.4890 -0.7185 -3.2232 -1.0 -2.4 -8.5 0.3760
C -0.7530 0.0768 -4.3394 -0.5 -1.1 -0.2 -0.0824
C -0.5354 1.4660 -4.4087 0.0 0.0 -0.3 0.3910
C 0.0146 2.2149 -3.3459 0.6 0.4 0.7 -0.0499
C 0.3358 1.6130 -2.1370 3.1 7.0 -3.8 0.2791
Eu -0.1704 -0.1112 -1.3943 -2.9 0.9 6.8 4.6250
P 0.0145 -2.3378 -0.6066 0.9 -5.4 1.1 0.2276
H -0.7554 -1.7860 -3.3352 -0.2 0.2 -0.4 0.0259
H -1.1264 -0.4178 -5.2488 -0.1 0.4 0.1 0.0091
H -0.7470 1.9779 -5.3563 0.1 -0.2 0.4 0.0268
H 0.9384 2.2010 -1.4103 -0.5 0.3 -0.2 0.0192
H 0.2805 3.2642 -3.5395 -0.3 -0.2 0.0 0.0030
H 1.2522 -2.7037 0.0000 0.0 -0.5 0.4 0.0362
H -0.0152 -3.3875 -1.5727 0.0 0.2 0.3 0.0120
H -0.8000 -3.0193 0.3545 0.1 -0.4 0.3 0.0887
C -0.8084 0.8161 4.0999 -1.1 0.6 -0.1 0.0005
N 0.2862 0.2307 3.3512 0.2 0.4 -2.6 -0.0018
C 1.2800 -0.6092 3.9866 0.9 -0.8 -0.1 -0.0002
C 0.2950 0.3781 1.9691 -0.4 -0.6 3.6 -0.0092
N 0.1949 0.4541 0.8192 0.7 1.0 3.1 0.0226
H -0.7468 0.5729 5.1813 0.2 0.1 -0.8 0.0001
H -1.7746 0.4183 3.7169 0.5 0.3 0.3 0.0003
H -0.8014 1.9193 3.9815 -0.1 -0.6 0.2 -0.0003
H 1.2326 -1.6331 3.5557 0.2 0.5 0.3 0.0007
H 2.2924 -0.1882 3.8205 -0.5 -0.4 0.2 0.0002
H 1.1054 -0.6922 5.0806 -0.1 0.3 -0.8 -0.0001



4.
42
Properties=species:S:1:pos:R:3:forces:R:3:mulliken_spin:R:1 method="wB97M-V/def2-TZVPD" gap_ev="6.8 / 5.1" total_charge=+2 multiplicity=5 s2=6.124
C -2.0608 -1.7709 -1.4517 -0.1 0.0 -0.3 0.0005
C -0.8218 -1.9336 -0.5817 0.8 -0.2 -1.2 0.0523
C 0.1903 -0.7755 -0.8202 -0.4 -0.1 1.1 -0.2285
Fe 1.3178 -0.6361 -2.5330 -4.7 -1.1 4.5 2.8249
C 1.2139 1.1879 -2.3145 -1.9 7.6 0.1 0.0381
O 0.8293 2.2849 -2.2872 1.6 -4.1 0.1 0.0132
C -0.0376 -0.5747 -3.8057 -5.0 1.7 -5.4 0.0146
O -0.7657 -0.3050 -4.6723 2.9 -1.3 3.5 0.0184
C 3.1976 -0.9201 -1.8521 2.4 -0.2 -1.1 0.1260
C 3.1890 -0.3861 -3.1909 2.1 -1.0 0.4 -0.0109
C 2.4640 -1.3019 -4.0277 1.4 -1.4 -0.1 -0.0543
C 2.0495 -2.4135 -3.2061 1.7 -1.0 -1.0 0.1822
C 2.4978 -2.1727 -1.8700 0.4 -0.1 -0.7 -0.0052
H -2.9419 -2.2237 -0.9847 0.2 0.0 -0.3 0.0009
H -2.2701 -0.7071 -1.6371 -0.1 -0.3 0.1 0.0001
H -1.8708 -2.2610 -2.4153 -0.3 0.2 0.1 0.0027
H -0.3111 -2.8863 -0.8151 -0.3 0.3 -0.1 0.0059
H -0.3719 0.1648 -0.7255 0.2 -0.1 0.0 0.0141
H 0.9523 -0.7870 -0.0166 -0.2 0.1 -0.4 0.0130
H 3.7089 -0.4831 -0.9996 -0.3 0.0 -0.2 0.0073
H 3.7063 0.5049 -3.5291 -0.2 -0.1 0.1 0.0011
H 2.3602 -1.2243 -5.1017 -0.2 0.1 0.1 -0.0011
H 1.5416 -3.3081 -3.5573 0.0 0.3 0.1 0.0097
H 2.3894 -2.8545 -1.0339 -0.2 0.3 -0.1 0.0003
C 0.3312 2.9413 4.4553 -0.5 0.8 -0.1 0.0148
C 0.3685 1.5956 4.1230 0.2 -0.5 -0.1 0.2289
C -0.6004 1.0340 3.2534 -0.8 0.3 -0.3 -0.0141
C -1.6993 1.8606 2.8148 0.5 -0.2 0.4 -0.0358
C -1.7185 3.2228 3.1893 -0.8 -0.9 -0.6 0.1896
C -0.7081 3.7615 3.9689 1.2 -0.2 0.7 0.0875
C -2.7206 1.2802 2.0143 0.0 0.5 -0.1 0.1773
C -2.5991 -0.0087 1.5262 0.7 -0.3 0.0 0.0264
C -1.4555 -0.7678 1.8599 -1.3 0.5 -0.4 0.0920
S -1.2136 -2.3279 1.1380 0.6 -0.5 0.6 0.0342
C -0.5171 -0.2846 2.7740 0.5 0.6 0.5 0.1539
H 1.1059 3.3689 5.0869 -0.2 -0.1 -0.1 0.0033
H 1.1496 0.9338 4.5102 -0.2 0.4 -0.1 0.0039
H -2.5515 3.8330 2.8377 0.3 0.0 0.2 0.0036
H -0.7182 4.8218 4.2097 0.0 -0.2 0.0 0.0029
H -3.5961 1.8807 1.7609 0.2 -0.1 0.1 0.0002
H -3.3415 -0.4429 0.8572 0.1 0.2 0.3 0.0064
H 0.3280 -0.9197 3.0496 -0.3 0.2 0.0 -0.0003